ORCA calculation (wB97M-V/def2-TZVPD) on a cluster of 2 separate species, C9H14O in total.

Structure (XYZ):
```
24
Properties=species:S:1:pos:R:3:lowdin_charge:R:1
C -0.4545 -2.7649 -0.6732 -0.0064
C -0.7683 -0.3221 -0.1189 -0.0116
C -0.7154 -1.3465 -1.0466 -0.2204
C -0.8109 1.0042 -0.5072 0.0447
C -0.9524 1.3562 -1.8684 -0.1768
C -0.5979 -0.9513 -2.3742 0.0202
C -0.7087 0.3678 -2.8281 0.0620
O -1.1573 2.6450 -2.4102 0.1191
H -0.9194 -0.4233 0.9941 0.1360
H -0.5758 1.7150 0.2468 0.1215
H -0.1991 -3.2660 -1.6880 0.1158
H -1.4262 -3.2848 -0.3562 0.1321
H -0.3858 -1.6148 -3.2589 0.1550
H -1.6505 3.1896 -1.6843 0.1912
H -0.5719 0.6811 -3.8342 0.1355
H 0.3453 -2.8889 0.1676 0.1384
C 1.9671 1.2480 2.7657 -0.1854
C 0.8854 0.1879 2.5137 -0.1858
H 2.7507 1.0004 3.5329 0.0793
H 2.5188 1.4770 1.7738 0.0888
H 1.5384 2.1746 3.1545 0.0573
H 0.1948 0.5816 1.7309 -0.0015
H 0.3831 0.0332 3.5666 0.1156
H 1.3106 -0.7991 2.2018 0.0754
```

Calculated values
⟨S²⟩	0.77
molecular weight	138.21	g mol⁻¹
LUMO energy (spin up / spin down)	-3.90 / -7.99	eV
orbital gap (spin up / spin down)	10.55 / 6.47	eV
ΔE to the lowest compared entry with this formula, charge and spin	43.1	kcal per mole
F_max	4.57	eV/Å
net charge	+1
2S+1	2

ORCA calculation (wB97M-V/def2-TZVPD) on the molecule C9H14O2P2.

Structure (XYZ):
```
27
Properties=species:S:1:pos:R:3:lowdin_charge:R:1
C 2.6431 1.3723 -1.8918 -0.0654
C 2.0022 0.7690 -0.6486 -0.1087
C 0.8807 0.0827 -0.7320 -0.0400
C -0.0553 -0.5206 0.3094 -0.3784
O 0.5077 -0.0440 1.6817 -0.5110
P -0.4250 0.3138 2.9477 0.7417
C 0.0524 -2.0360 0.3573 -0.0312
C -0.6031 -2.7939 -0.5005 -0.0977
C -1.7699 -2.2229 -1.1357 -0.0979
C -2.1512 -0.9666 -0.8741 -0.0162
C -1.4851 -0.0325 0.1385 -0.4311
O -1.5309 1.3406 -0.0744 -0.4251
P -1.5072 2.4238 1.2150 0.7842
H 2.1555 1.0828 -2.8057 0.0755
H 2.6544 2.3669 -1.8171 0.0267
H 3.6298 0.9736 -1.9640 0.0675
H 2.4289 0.9456 0.3142 0.0983
H 0.7767 -0.1973 -1.7463 0.1100
H -0.0680 -0.7273 3.7056 -0.1268
H 0.4744 1.4412 3.4037 -0.0319
H 0.9442 -2.3788 1.0196 0.1571
H -0.3963 -3.9038 -0.4692 0.1271
H -2.3375 -2.7907 -1.8804 0.1077
H -3.0787 -0.4273 -1.1852 0.1314
H -1.9674 -0.4815 1.0620 0.1357
H -0.2111 2.7355 1.2006 -0.1458
H -1.5633 3.6753 0.3697 -0.0554
```

Calculated values
molecular weight	216.16	g mol⁻¹
LUMO energy	0.56	eV
orbital gap	8.72	eV
ΔE to the lowest compared entry with this formula, charge and spin	67.9	kcal per mole
F_max	4.40	eV/Å
net charge	0
SMILES	C/C=C/[C@]1(OP)C=CC=C[C@@H]1OP
2S+1	1

ORCA calculation (wB97M-V/def2-TZVPD) on a cluster of 2 separate species, C9H14OS in total.

Structure (XYZ):
```
25
Properties=species:S:1:pos:R:3:lowdin_charge:R:1
C 2.3651 -2.0969 1.2591 -0.0615
C 1.2120 -1.7717 0.3434 -0.2941
C -0.0028 -2.4307 0.4403 -0.0476
C -1.0340 -2.1024 -0.4350 -0.0251
C -0.8533 -1.1231 -1.3951 -0.3402
O -1.8068 -0.8112 -2.3180 0.0438
C 0.2726 -0.3211 -1.3379 -0.0394
C 1.3468 -0.7136 -0.5486 -0.0456
H 2.3171 -1.6014 2.2229 0.0759
H 3.3117 -1.8179 0.7932 0.0725
H 2.4475 -3.1742 1.4098 0.0748
H -0.1532 -3.1632 1.2188 0.1114
H -2.0021 -2.5962 -0.3243 0.1154
H -2.6170 -1.3127 -2.1667 0.1061
H 0.3695 0.5060 -2.0363 0.1090
H 2.2847 -0.1772 -0.6439 0.1140
C -1.7615 2.4874 1.3515 -0.4456
S -1.6534 2.6124 -0.4283 0.7368
C 0.1005 3.0060 -0.6136 -0.4298
H -1.3009 3.3149 1.8873 0.0359
H -2.8113 2.5710 1.6320 0.0268
H -1.3519 1.5424 1.6876 0.0276
H 0.3306 2.8656 -1.6682 0.0236
H 0.6783 2.2865 -0.0294 0.0261
H 0.3119 4.0213 -0.3007 0.0291
```

Calculated values
molecular weight	170.28	g mol⁻¹
LUMO energy	0.84	eV
orbital gap	9.05	eV
ΔE to the lowest compared entry with this formula, charge and spin	2.0	kcal per mole
F_max	1.22	eV/Å
net charge	0
SMILES	Cc1ccc(O)cc1.CSC
2S+1	1

ORCA calculation (wB97M-V/def2-TZVPD) on the molecule C9H14OS3.

Structure (XYZ):
```
27
Properties=species:S:1:pos:R:3:lowdin_charge:R:1
C 0.3062 1.5322 2.6053 -0.0006
C 1.4002 2.0715 2.0466 -0.2622
C 1.3668 2.8758 0.7929 -0.5649
C -0.1243 1.0567 -1.7933 -0.4797
C -1.3807 0.7549 -1.4801 -0.2306
C -1.7822 -0.1928 -0.4083 -0.3668
C -1.8381 -2.7385 0.6089 -0.3399
C -0.6149 -2.4556 1.4515 -0.2325
C -0.6694 -2.0008 2.6946 -0.0057
H 0.3764 0.9416 3.4961 0.0441
H -0.6577 1.6525 2.1617 0.0486
H 2.3868 1.8908 2.4850 0.1024
H 0.3207 3.0712 0.4776 0.0811
H 1.8546 3.8429 0.9574 0.0700
H 0.1041 1.7531 -2.5651 0.0549
H -2.1475 1.1952 -2.0977 0.1025
H -2.7934 -0.0275 -0.0826 0.0873
H -1.1049 -0.1261 0.4404 0.0525
H -2.7606 -2.4154 1.1058 0.0911
H -1.9246 -3.8156 0.3574 0.0954
H 0.3209 -2.6575 0.9598 0.0987
H -1.6259 -1.7981 3.2226 0.0767
H 0.2194 -1.8298 3.2891 0.0551
O -0.3353 -2.1509 -1.5425 -0.5518
S 2.3179 2.1401 -0.5820 0.5088
S 1.2938 0.4027 -0.9521 0.5476
S -1.7284 -1.9109 -1.0269 0.9182
```

Calculated values
molecular weight	234.41	g mol⁻¹
LUMO energy	0.63	eV
orbital gap	9.21	eV
ΔE to the lowest compared entry with this formula, charge and spin	9.7	kcal per mole
F_max	1.53	eV/Å
net charge	0
2S+1	1

ORCA calculation (wB97M-V/def2-TZVPD) on a cluster of 2 separate species, C9H14S in total.

Structure (XYZ):
```
24
Properties=species:S:1:pos:R:3:lowdin_charge:R:1
C 1.3333 -2.8245 1.1595 -0.0773
C 0.5088 -2.1541 -1.1606 0.0152
C 0.4224 -2.0069 0.3214 -0.2480
C -0.5379 -1.5309 -1.9795 -0.0627
C -1.6870 -1.0552 -1.3285 -0.1391
C -0.7858 -1.5395 0.9316 -0.0335
C -1.7089 -1.0330 0.0105 -0.1671
H 1.3993 -2.6220 -1.4507 0.0824
H -0.4030 -1.8946 -3.0566 0.1233
H 2.3179 -2.5432 0.9861 0.0522
H 1.1357 -3.9637 1.0555 0.1371
H -2.7241 -0.8900 -1.7738 0.1351
H -1.0475 -1.6083 1.9830 0.1133
H -2.5106 -0.5012 0.5066 0.0964
H 1.2307 -2.5406 2.1769 0.0599
C -0.0522 3.1203 -0.1151 -0.5633
C 1.3935 2.9579 0.4317 -0.1459
S -0.8828 4.6016 0.3329 1.1014
H -0.0318 3.1945 -1.2373 0.1247
H -0.6539 2.2590 0.2210 0.0932
H 1.3906 1.8467 0.7813 0.1095
H -2.1608 4.1974 -0.0859 0.0000
H 1.8005 3.2929 1.4721 0.1154
H 2.2536 3.2376 -0.1824 0.0778
```

Calculated values
⟨S²⟩	0.75
molecular weight	154.28	g mol⁻¹
LUMO energy (spin up / spin down)	-4.00 / -8.97	eV
orbital gap (spin up / spin down)	7.74 / 2.44	eV
ΔE to the lowest compared entry with this formula, charge and spin	72.3	kcal per mole
F_max	5.86	eV/Å
net charge	+1
2S+1	2

ORCA calculation (wB97M-V/def2-TZVPD) on the molecule C9H15B.

Structure (XYZ):
```
25
Properties=species:S:1:pos:R:3:lowdin_charge:R:1
B -1.7904 0.7169 0.6306 -0.2092
C -0.5425 1.2841 0.6014 0.1357
C -2.9962 0.4526 0.0382 -0.0975
C -4.1477 0.8687 -0.7266 -0.0919
C -3.8039 -0.6515 -0.6878 -0.2412
C -4.6409 -1.4728 0.2707 -0.0787
C 4.2325 0.2319 -0.7512 -0.1196
C 0.8220 1.7229 0.2748 -0.2920
C 3.2412 1.3106 -0.3821 -0.2342
C 1.8589 0.6645 0.1306 -0.2277
H -5.0183 1.2155 -0.0396 0.1436
H -4.2560 1.3462 -1.6511 0.0844
H -3.3739 -1.1602 -1.5450 0.1334
H -5.2562 -2.2694 -0.1420 0.0726
H -5.4028 -0.8158 0.7153 0.0808
H -3.9139 -1.8560 0.9373 0.0622
H 4.4175 -0.5366 0.0114 0.0819
H 5.1480 0.8544 -1.0156 0.0956
H 3.9389 -0.2577 -1.6077 0.0336
H 1.1713 2.5406 0.9664 0.1385
H 0.7683 2.1065 -0.7707 0.1373
H 3.5266 1.6898 0.5246 0.0715
H 3.0761 1.9309 -1.2062 0.0899
H 1.9630 0.1355 1.0562 0.1031
H 1.4317 -0.0223 -0.6526 0.1280
```

Calculated values
molecular weight	134.03	g mol⁻¹
LUMO energy (spin up / spin down)	-0.74 / -0.73	eV
orbital gap (spin up / spin down)	7.10 / 7.10	eV
ΔE to the lowest compared entry with this formula, charge and spin	101.6	kcal per mole
F_max	5.27	eV/Å
net charge	0
2S+1	1